Version A
Entry from OMol25: 11 unconnected molecules or ions with the total composition C5H31NO11 (ωB97M-V with the def2-TZVPD basis set).

Structure (XYZ):
```
48
Properties=species:S:1:pos:R:3
H -2.4215 -1.2544 -2.0531
O 0.8033 -0.8798 -0.6968
H -0.0453 1.3730 4.3961
C -2.4032 2.0038 -1.8505
H -0.8896 0.7474 -1.1720
H -2.9108 2.0446 -2.8322
H 1.5405 -1.5359 -0.7294
H 1.4080 -0.8695 3.0093
N -0.0930 1.8905 0.8102
H 3.3536 -2.6422 -0.6247
H -3.1226 -1.4930 -0.0304
H -0.0382 -3.5368 1.9939
H -1.2929 0.5411 -4.0537
H 3.6992 -1.7720 -1.6802
H -4.5480 -1.2168 0.2397
H -0.9306 -1.8703 -1.7026
H -0.1535 -0.2283 -3.0250
C 0.0375 2.5995 -1.7279
O 1.8623 -0.3509 2.3392
O -1.7641 -1.5070 -1.4042
O -3.7354 -1.4150 0.7301
O 0.1451 -2.7766 1.4337
H -0.4190 0.9561 0.6405
O -2.1892 -0.0543 2.5865
H 1.4938 0.5317 2.3369
H -2.5625 3.0370 -1.5658
H -0.6322 0.1355 3.7152
O 0.2001 0.5083 4.0612
C -0.9694 1.4444 -1.9988
H 1.7698 -2.8411 1.1687
H 1.2076 -0.1782 -0.1565
O 4.0383 0.1267 0.5413
H 0.9336 2.2818 -2.2571
C 0.4875 2.6923 -0.2165
H -1.9743 -0.9718 2.4010
H 2.8190 -1.6968 1.4536
H -0.3633 3.6081 -1.9260
H 3.5760 0.9749 0.5363
H -2.7069 0.3419 1.8919
O 1.1934 3.5937 0.1549
O 2.9798 -2.4026 -1.5091
H 0.1653 1.3156 -3.8703
H -2.9550 1.4451 -1.1252
C -0.5745 0.7583 -3.2666
O 2.7405 -2.6447 1.2362
H 3.7724 -0.3636 1.3232
H -0.5192 -2.7134 0.7385
H -0.0123 2.2637 1.7366
```

Output
Gap between HOMO and LUMO (eV): 9.69
Lowest unoccupied orbital energy (eV): -0.065
Highest occupied orbital energy (hartree): -0.3585

***

Version B
Entry from OMol25: 11 unconnected molecules or ions with the total composition C5H31NO11 (ωB97M-V with the def2-TZVPD basis set).

Structure (XYZ):
```
48
Properties=species:S:1:pos:R:3
O -4.2340 -0.5854 0.4516
O -1.6999 3.4957 -0.8087
H -1.3307 4.1668 -0.2256
O 2.8544 -2.5238 -0.6967
H -0.9986 -1.4252 -1.0389
H -1.0202 1.2995 -2.4550
H -0.9218 0.6318 0.9198
H 2.6209 0.8404 -0.9136
H -2.5887 0.4710 2.9644
C -0.9975 -0.3400 -0.9433
O 3.0682 -1.1626 -3.0848
O -3.4957 -3.2115 1.0092
H -4.3780 0.2102 -0.0765
H 4.4545 -0.6285 -0.0742
H -4.7381 -1.3696 0.2314
H 1.3677 0.6027 1.8495
H 2.2197 -1.8192 3.4443
C -0.7043 0.2709 -2.3109
O -3.6510 1.9494 0.4220
H 4.1891 0.2668 1.0821
H 0.8293 -1.5429 0.3263
C 2.2996 -1.1916 2.5420
H -1.9266 -0.7869 2.4963
O 0.4667 3.2058 -2.5132
C 0.2412 -0.8971 0.9827
C 1.0417 -0.3867 2.1806
O 3.7513 -0.1023 0.3059
O 1.9007 1.4132 -1.2204
H 3.1123 -0.5787 2.9463
H 1.3930 2.9275 -2.3394
H 0.4812 -0.2614 3.0941
H -0.9920 3.4619 -1.4922
H 2.8854 -2.0009 -1.5283
H 0.4094 2.8176 -3.4004
H -3.0322 -2.3971 0.8184
H -0.5199 -1.5849 1.3684
H 2.9514 -1.1480 -4.0458
O -1.7152 0.1016 2.8277
O -0.0661 -0.3496 -3.1275
H 2.3771 -0.5782 -2.7313
H -3.8092 -3.1868 1.9219
H 1.1172 1.3343 -0.6236
H -3.5037 2.5708 -0.3055
N -0.2918 0.2793 0.2064
H -2.8018 1.5935 0.6930
H -2.0793 -0.2181 -0.8574
H 2.7048 -1.8513 1.7909
H 2.7599 -1.7819 -0.0621
```

Output
Gap between HOMO and LUMO (eV): 9.89
Lowest unoccupied orbital energy (eV): 0.300
Highest occupied orbital energy (hartree): -0.3525

***

Q: What are the energies relative to the best structure? A: version A 0.0; version B 21.0, in kcal/mol.

***

Version A
Entry from OMol25: a molecular structure, ClH3N2S2 (ωB97M-V with the def2-TZVPD basis set).

Structure (XYZ):
```
8
Properties=species:S:1:pos:R:3
S -0.7674 1.8380 -0.0916
N 0.9549 -0.3856 -0.9195
S -1.7025 -0.8278 -0.1051
H 0.8917 -1.4192 -0.9073
N -0.4235 0.2672 0.1483
H -1.5771 -1.6796 0.9904
H 0.3450 2.2828 0.7982
Cl 2.2789 -0.0757 0.0867
```

Output
Gap between HOMO and LUMO (eV): 8.74
Lowest unoccupied orbital energy (eV): -0.069
Highest occupied orbital energy (hartree): -0.3237

***

Version B
Entry from OMol25: 2 unconnected molecules or ions with the total composition ClH3N2S2 (ωB97M-V with the def2-TZVPD basis set).

Structure (XYZ):
```
8
Properties=species:S:1:pos:R:3
H 1.7188 -1.1334 -1.8110
H -2.0669 1.9207 0.4350
H 2.0702 -0.5164 -1.5387
N 0.2580 -0.8713 0.4705
S -1.8732 0.6735 1.0016
N -0.0572 0.3417 0.4596
S 0.8794 1.6035 0.2496
Cl -0.9291 -2.0182 0.7334
```

Output
Gap between HOMO and LUMO (eV): 8.20
Lowest unoccupied orbital energy (eV): -0.972
Highest occupied orbital energy (hartree): -0.3372

***

Q: What are the energies relative to the best structure? A: version A 0.0; version B 7.4, in kcal/mol.

***

Version A
Entry from OMol25: C5H8OS2 in the gas phase (ωB97M-V with the def2-TZVPD basis set).

Structure (XYZ):
```
16
Properties=species:S:1:pos:R:3
H -0.0846 2.2993 0.4282
H -0.7614 -1.2449 2.1574
H 1.0806 -1.4947 -0.9911
H 0.8173 -1.3690 3.0252
H -2.2704 0.1068 -2.1667
C 0.1717 1.2410 0.5739
C 0.0392 0.7983 -1.8579
C 0.2814 -0.9720 2.1336
S 0.3003 0.8657 2.2773
H 0.9356 0.5128 -2.3832
C 0.2205 0.3867 -0.4086
C 0.4121 -1.0960 -0.1721
H -0.1856 1.8380 -2.0034
O 1.0101 -1.4717 1.0501
H -0.6288 -1.5303 -0.2910
S -1.1587 -0.2090 -2.7641
```

Output
Gap between HOMO and LUMO (eV): 9.05
Lowest unoccupied orbital energy (eV): 0.730
Highest occupied orbital energy (hartree): -0.3056

***

Version B
Entry from OMol25: C5H8OS2 in the gas phase (ωB97M-V with the def2-TZVPD basis set).

Structure (XYZ):
```
16
Properties=species:S:1:pos:R:3
H -2.6880 -0.2506 1.0826
H -1.3236 -1.3443 1.3869
O 1.6682 -1.4088 -1.1439
H 1.4748 1.0634 1.0836
C 1.0257 0.2000 0.5303
H 0.3067 2.7150 -0.1373
S -1.4085 -0.4496 -0.9129
C 2.1090 -0.4871 -0.3240
H -1.0428 2.2771 -1.3893
H -2.7112 -1.8690 0.3851
C -0.1070 0.6678 -0.3475
H 0.7040 -1.3362 -1.2175
H 0.6516 -0.5005 1.2124
S 3.6977 -0.1733 -0.1866
C -2.0755 -1.0592 0.6374
C -0.2812 1.9552 -0.6593
```

Output
Gap between HOMO and LUMO (eV): 9.06
Lowest unoccupied orbital energy (eV): 0.489
Highest occupied orbital energy (hartree): -0.3150

***

Q: What are the energies relative to the best structure? A: version A 2.1; version B 0.0, in kcal/mol.

***

Version A
Entry from OMol25: 2 unconnected molecules or ions with the total composition H4S2Si (ωB97M-V with the def2-TZVPD basis set).

Structure (XYZ):
```
7
Properties=species:S:1:pos:R:3
S -2.9329 -1.3578 0.8139
H 2.4098 1.0101 0.1465
S 1.8091 -0.2759 0.2055
H -0.6392 0.6603 0.6840
Si -1.7644 0.0857 -0.0307
H 3.0424 -0.6876 -0.2951
H -1.9248 0.5652 -1.5241
```

Output
Gap between HOMO and LUMO (eV): 8.22
Lowest unoccupied orbital energy (eV): -0.839
Highest occupied orbital energy (hartree): -0.3330

***

Version B
Entry from OMol25: 2 unconnected molecules or ions with the total composition H4S2Si (ωB97M-V with the def2-TZVPD basis set).

Structure (XYZ):
```
7
Properties=species:S:1:pos:R:3
H -3.2864 -2.0429 -0.3875
H 1.0465 1.1355 -2.4595
Si 0.7650 0.5076 -1.2117
H 1.6488 -0.7020 -1.0825
H 0.2736 1.3099 -0.1532
S -0.7632 -2.3494 0.5455
S -2.6622 -1.9525 0.8817
```

Output
Gap between HOMO and LUMO (spin up / spin down) (eV): 5.56 / 8.28
Lowest unoccupied orbital energy (spin up / spin down) (eV): -1.856 / -0.660
Highest occupied orbital energy (spin up / spin down) (hartree): -0.2725 / -0.3284

***

Q: What are the energies relative to the best structure? A: version A 0.0; version B 51.9, in kcal/mol.

***

Version A
Entry from OMol25: a molecular structure, Ag2Cl (ωB97M-V with the def2-TZVPD basis set).

Structure (XYZ):
```
3
Properties=species:S:1:pos:R:3
Ag -0.1974 -0.5718 -2.0688
Ag -0.4004 1.4411 1.5793
Cl 0.5978 -0.8692 0.4895
```

Output
Gap between HOMO and LUMO (eV): 8.54
Charge: +1
Lowest unoccupied orbital energy (eV): -5.966
Highest occupied orbital energy (hartree): -0.5332

***

Version B
Entry from OMol25: a molecular structure, Ag2Cl (ωB97M-V with the def2-TZVPD basis set).

Structure (XYZ):
```
3
Properties=species:S:1:pos:R:3
Ag 1.8891 0.0964 -0.1616
Ag -1.9468 0.2331 -0.3411
Cl 0.0576 -0.3295 0.5027
```

Output
Gap between HOMO and LUMO (eV): 9.59
Charge: +1
Lowest unoccupied orbital energy (eV): -5.607
Highest occupied orbital energy (hartree): -0.5586

***

Q: What are the energies relative to the best structure? A: version A 0.0; version B 16.2, in kcal/mol.